[1]
# C5H4N2O2

A single C5H4N2O2 molecule (wB97M-V/def2-TZVPD, the Open Molecules 2025 dataset).

Its SMILES is O=Cc1cc[nH]c1N=O. Its LUMO energy (spin up / spin down) is -0.416 / -0.416 eV. The calculation puts the orbital gap (spin up / spin down) at 8.74 / 8.74 eV. The energy above the lowest of the compared OMol25 structures with the same formula, charge and spin comes out at 93.9 kcal/mol. The calculation puts the total energy at -452.78854 a.u. The value obtained for the highest occupied orbital energy (spin up / spin down) is -9.1542 / -9.1536 eV.

Last column: Mulliken charge in e.
Element x y z (Å)
O  2.0134  -1.9992  0.0200  -0.46
C  0.8198  -1.9531  0.0098  0.01
C  0.0342  -0.6635  0.1325  0.48
C  -1.3512  -0.5189  -0.2002  -0.76
C  -1.5637  0.8285  -0.1398  -0.40
N  -0.4329  1.4916  0.1095  0.00
C  0.5879  0.6216  0.2713  0.00
N  2.2154  0.7412  0.3195  0.21
O  2.6349  1.6550  -0.3056  -0.32
H  0.0699  -2.8804  0.0387  0.19
H  -2.0319  -1.2709  -0.3538  0.48
H  -2.4840  1.4817  -0.2439  0.32
H  -0.5117  2.4664  0.3421  0.24

[2]
# CHBr2IO2S

A molecular structure, CHBr2IO2S (wB97M-V/def2-TZVPD, the Open Molecules 2025 dataset).

Its LUMO energy is -1.693 eV. The calculation puts the orbital gap at 8.29 eV. The energy above the lowest of the compared OMol25 structures with the same formula, charge and spin comes out at 11.6 kcal/mol. The calculation puts the total energy at -6033.02912 a.u. The value obtained for the highest occupied orbital energy is -9.9880 eV.

Last column: Mulliken charge in e.
Element x y z (Å)
C  0.3922  -0.7441  -0.7662  -0.41
O  0.9538  0.5964  1.6825  -0.48
O  -1.4272  0.1181  1.1817  -0.44
S  -0.1599  0.5931  0.7906  0.74
Br  0.9265  -2.3252  0.1330  0.03
Br  -1.1979  -1.0043  -1.7278  0.04
I  -0.6544  2.7687  -0.2145  0.06
H  1.1669  -0.0027  -1.0794  0.46